{
  "formula": "C28H18BrCl8N4NiO2Si",
  "method": "ωB97M-V/def2-TZVPD",
  "symbols": ["Ni", "C", "O", "C", "C", "C", "C", "C", "C", "N", "N", "C", "C", "C", "C", "O", "C", "N", "C", "C", "C", "C", "H", "H", "H", "H", "H", "H", "H", "H", "H", "H", "H", "H", "C", "C", "C", "C", "C", "Br", "N", "C", "H", "H", "H", "H", "H", "H", "Cl", "C", "C", "C", "Cl", "C", "Cl", "C", "Cl", "C", "Cl", "Cl", "Si", "Cl", "Cl"],
  "positions_angstrom": [[0.69066, -1.48834, 0.92759], [-4.85993, 3.62120, -1.18051], [-3.91652, 4.66299, -1.04527], [-2.68259, 4.43316, -1.60025], [-1.77306, 5.48390, -1.54763], [-0.51812, 5.35008, -2.10939], [-0.10325, 4.15966, -2.73460], [-1.02916, 3.10461, -2.74844], [-2.30736, 3.24396, -2.20051], [1.14791, 4.20897, -3.39046], [1.77450, 3.10094, -3.78941], [1.73403, 1.91007, -3.14384], [1.97829, 0.73526, -3.88428], [1.82498, -0.51499, -3.30328], [1.47528, -0.67247, -1.97073], [1.12214, -1.95123, -1.42223], [1.53682, 0.43420, -1.10614], [1.57338, 0.24806, 0.25192], [1.78939, 1.29497, 1.01552], [1.94106, 2.59105, 0.54042], [1.85757, 2.80847, -0.81536], [1.66789, 1.73641, -1.68740], [-5.78943, 3.98944, -0.75465], [-4.54968, 2.72284, -0.63852], [-5.02395, 3.36360, -2.23177], [-2.07864, 6.40661, -1.05973], [0.19097, 6.17148, -2.07331], [-0.77089, 2.17004, -3.21898], [-2.98990, 2.40395, -2.24337], [2.21220, 0.82729, -4.94001], [1.98718, -1.38929, -3.92295], [1.86201, 1.09897, 2.07809], [2.13089, 3.40254, 1.23189], [1.98048, 3.80372, -1.22163], [2.58846, -6.34793, 1.59166], [1.30059, -5.56905, 1.72436], [0.09866, -6.15959, 2.07024], [-1.04280, -5.39175, 2.15590], [-0.94941, -4.03671, 1.87019], [-2.51783, -2.99016, 1.91712], [0.16648, -3.44262, 1.53246], [1.27196, -4.20560, 1.47913], [2.47345, -7.36649, 1.96596], [3.39400, -5.86698, 2.14966], [2.90017, -6.40070, 0.54531], [0.05248, -7.22545, 2.26864], [-1.99460, -5.82340, 2.43041], [2.18587, -3.68602, 1.21310], [1.91781, -1.52361, 3.45299], [0.46689, -0.51005, 3.53629], [-0.32066, -0.47646, 2.39323], [-1.33124, 0.46347, 2.42453], [-2.32009, 0.63673, 0.98656], [-1.57894, 1.30196, 3.51398], [-2.84496, 2.48385, 3.46433], [-0.79194, 1.18508, 4.66205], [-1.08924, 2.18860, 6.04341], [0.25442, 0.26260, 4.67672], [1.26113, 0.10357, 6.08097], [-0.60680, -4.48465, -1.32604], [0.72394, -3.28212, -2.27259], [-0.18027, -2.93006, -4.06245], [2.42734, -4.37860, -2.54889]],
  "mulliken_spin": [0.883, 0.001, 0.009, 0.077, -0.043, 0.065, -0.046, 0.095, -0.035, 0.420, 0.152, 0.006, 0.103, -0.043, 0.106, 0.020, -0.008, 0.073, -0.011, 0.036, 0.023, 0.004, 0.000, 0.001, 0.000, -0.002, 0.004, 0.011, -0.003, 0.016, 0.010, 0.005, 0.003, -0.003, 0.001, -0.002, -0.005, 0.003, -0.002, 0.003, -0.001, 0.000, 0.000, 0.000, 0.000, 0.000, 0.000, 0.012, 0.005, -0.007, 0.057, -0.012, 0.003, 0.003, 0.002, -0.004, 0.000, 0.005, 0.001, 0.000, 0.005, 0.001, 0.001],
  "s_squared": 2.046,
  "multiplicity": 3,
  "homo_ev": [-2.870, -4.024],
  "charge": -1,
  "relative_energy_kj_mol": 82.8,
  "e_lumo_ev": [1.9426, 1.9442]
}

---

{
  "formula": "C34H65BClN6O3PS",
  "method": "ωB97M-V/def2-TZVPD",
  "symbols": ["C", "C", "O", "B", "O", "C", "C", "C", "C", "C", "C", "C", "C", "P", "S", "C", "C", "N", "C", "O", "C", "N", "C", "Cl", "N", "C", "H", "H", "H", "H", "H", "H", "H", "H", "H", "H", "H", "H", "H", "H", "H", "H", "H", "H", "H", "H", "C", "C", "N", "C", "C", "C", "C", "H", "H", "H", "H", "H", "H", "H", "H", "H", "H", "H", "H", "H", "H", "H", "C", "C", "N", "C", "C", "C", "C", "H", "H", "H", "H", "H", "H", "H", "H", "H", "H", "H", "H", "H", "H", "H", "C", "C", "N", "C", "C", "C", "C", "H", "H", "H", "H", "H", "H", "H", "H", "H", "H", "H", "H", "H", "H", "H"],
  "positions_angstrom": [[-2.07202, 4.54774, 2.43430], [-1.01241, 4.37316, 3.54528], [-0.32620, 3.12067, 3.49364], [0.71030, 3.07908, 2.61655], [0.86767, 4.06918, 1.66110], [1.78452, 1.88453, 2.59945], [3.12787, 2.10997, 2.67449], [3.74423, 3.50631, 2.76641], [4.49113, 3.75598, 4.09472], [3.60600, 4.24847, 5.26874], [2.50603, 5.26448, 4.87227], [4.57021, 4.99597, 6.24534], [4.01726, 0.96418, 2.63447], [5.86484, 1.05226, 2.67384], [6.67693, 0.06421, 1.20397], [3.50901, -0.27853, 2.52959], [2.11943, -0.53622, 2.44686], [1.72537, -1.83412, 2.30075], [0.44751, -1.90905, 2.20072], [-0.11024, -3.19401, 1.99975], [0.23394, -3.95967, 3.01255], [0.21901, -4.73830, 3.88494], [-0.47030, -0.82316, 2.26847], [-2.17195, -1.16923, 2.11429], [-0.09212, 0.39747, 2.40958], [1.25834, 0.55926, 2.48427], [-1.79456, 4.01526, 1.51782], [-2.14555, 5.60573, 2.14220], [-3.06265, 4.25308, 2.79634], [-1.54518, 4.46639, 4.50132], [-0.32530, 5.23066, 3.52446], [1.63689, 3.86708, 1.12023], [3.03496, 4.29296, 2.50682], [4.50409, 3.52673, 1.96542], [5.03433, 2.87206, 4.45812], [5.25313, 4.52891, 3.90822], [3.22776, 3.39398, 5.84786], [2.35149, 5.93119, 5.72989], [1.55803, 4.72744, 4.73527], [2.80741, 5.83255, 3.98705], [5.47415, 4.41180, 6.46407], [4.92752, 5.87676, 5.68227], [4.06076, 5.36618, 7.13964], [6.28933, 0.61185, 3.94705], [6.14848, 2.42798, 2.52392], [4.18974, -1.12940, 2.48173], [-5.32570, -5.71529, -3.35053], [-4.54476, -5.63226, -2.04604], [-4.32745, -4.27047, -1.59443], [-3.33213, -4.16231, -0.54018], [-3.63799, -4.83401, 0.80202], [-5.52048, -3.46093, -1.41990], [-6.60699, -3.97465, -0.46852], [-4.85990, -5.10370, -4.12499], [-5.34362, -6.74765, -3.70388], [-6.36139, -5.39363, -3.22839], [-3.57036, -6.09738, -2.21915], [-5.05363, -6.24474, -1.28639], [-3.11278, -3.10509, -0.36315], [-2.39508, -4.58190, -0.92134], [-4.39372, -4.28890, 1.36682], [-2.73467, -4.85378, 1.41654], [-3.96938, -5.86625, 0.68152], [-5.97885, -3.31611, -2.40401], [-5.22669, -2.45412, -1.11080], [-6.84278, -5.02695, -0.63451], [-7.52716, -3.40674, -0.62804], [-6.32990, -3.84128, 0.57629], [12.55125, 3.96291, -1.53325], [11.94763, 2.65772, -1.03254], [10.50462, 2.71011, -0.89274], [9.95486, 1.59858, -0.13021], [10.10586, 0.18970, -0.70989], [9.76373, 3.08215, -2.08522], [9.96142, 2.23618, -3.34832], [12.23735, 4.80293, -0.91151], [13.64031, 3.90441, -1.49307], [12.27312, 4.17198, -2.56743], [12.38160, 2.45381, -0.04972], [12.27067, 1.83908, -1.69345], [8.89574, 1.78684, 0.06201], [10.42513, 1.60795, 0.85902], [9.44081, 0.02411, -1.55682], [9.84178, -0.54827, 0.05059], [11.12975, -0.02053, -1.02381], [10.01734, 4.11772, -2.33284], [8.69760, 3.11670, -1.84579], [11.01437, 2.04293, -3.55863], [9.55023, 2.76660, -4.21053], [9.43984, 1.28235, -3.28525], [-9.62678, -4.65935, -3.08671], [-10.55566, -3.89858, -4.02091], [-10.70911, -2.50254, -3.65694], [-11.81489, -1.84590, -4.33460], [-11.74195, -1.70714, -5.85856], [-9.47991, -1.73333, -3.56213], [-8.56928, -1.67667, -4.79403], [-9.93642, -4.54553, -2.04650], [-9.64973, -5.72364, -3.32758], [-8.59200, -4.32393, -3.18096], [-11.53653, -4.37945, -3.97057], [-10.20012, -4.02136, -5.05523], [-11.96035, -0.85414, -3.89685], [-12.72857, -2.39750, -4.08976], [-11.01937, -0.95172, -6.16502], [-12.71424, -1.39250, -6.24463], [-11.48960, -2.64924, -6.34723], [-8.89233, -2.13450, -2.72997], [-9.72122, -0.71304, -3.25273], [-8.40884, -2.66032, -5.23808], [-7.59000, -1.28709, -4.50587], [-8.96192, -1.01016, -5.56071]],
  "mulliken_charge": [-1.135, -0.201, -0.556, 0.782, -0.636, 0.024, 0.166, -1.437, -0.930, 0.698, -1.199, -1.684, 0.867, 0.338, -0.385, -0.501, -0.180, -0.527, 0.433, -0.346, 0.503, -0.480, 0.221, -0.138, -0.465, 0.142, 0.286, 0.316, 0.337, 0.422, 0.225, 0.378, 0.393, 0.433, 0.425, 0.373, 0.355, 0.503, 0.015, 0.297, 0.379, 0.390, 0.424, 0.149, 0.038, 0.484, -1.225, -0.359, 0.168, -0.660, -0.897, -0.673, -0.960, 0.326, 0.471, 0.024, 0.475, 0.275, 0.329, 0.356, 0.182, 0.289, 0.321, 0.308, 0.292, 0.219, 0.389, 0.318, -1.422, -0.346, 0.133, -0.559, -1.098, -0.685, -0.955, 0.330, 0.435, 0.290, 0.438, 0.273, 0.272, 0.333, 0.219, 0.409, 0.354, 0.371, 0.328, 0.242, 0.377, 0.259, -0.947, -0.439, 0.104, -0.709, -0.973, -0.303, -1.050, 0.319, 0.489, -0.156, 0.483, 0.253, 0.354, 0.419, 0.218, 0.400, 0.278, -0.003, 0.343, 0.228, 0.409, 0.313],
  "homo_ev": -7.947,
  "e_lumo_ev": -1.1728
}